(1)
{"formula": "C3H3NO", "method": "ωB97M-V/def2-TZVPD", "de_lowest_kj_mol": 51.1, "charge": 0, "energy_ha": -246.07207, "e_homo_ev": -11.58, "symbols": ["C", "C", "C", "N", "O", "H", "H", "H"], "xyz": [[-0.935915, 0.255769, 0.449962], [0.272539, 0.682944, -2.474468], [0.106927, -0.717327, 0.795197], [-1.858592, 0.882194, 0.170097], [1.026532, 1.307764, -1.947653], [0.795476, -0.953333, -0.057445], [-0.211889, -1.435468, 1.560460], [0.804922, -0.022544, 1.503850]], "forces_ev_per_angstrom": [[-0.632, -1.146, -0.317], [-1.152, -0.956, -0.885], [2.582, 3.252, 2.066], [0.376, 0.205, 0.097], [1.179, 0.983, 0.806], [-1.099, -0.428, 0.866], [-0.104, -0.378, -1.050], [-1.149, -1.531, -1.583]]}



(2)
{"formula": "C27H40O13S", "method": "ωB97M-V/def2-TZVPD", "de_lowest_kj_mol": 185.1, "charge": 0, "energy_ha": -2429.05956, "e_homo_ev": -8.99, "symbols": ["C", "C", "O", "O", "C", "C", "C", "C", "C", "C", "O", "O", "C", "C", "C", "C", "C", "S", "O", "O", "O", "C", "C", "C", "C", "C", "C", "C", "C", "H", "H", "H", "H", "H", "H", "H", "H", "H", "H", "H", "H", "H", "H", "H", "H", "H", "H", "H", "H", "H", "H", "H", "H", "H", "H", "H", "H", "H", "H", "H", "H", "C", "C", "O", "C", "O", "O", "H", "H", "H", "H", "C", "C", "O", "C", "O", "O", "H", "H", "H", "H"], "xyz": [[-2.557841, 2.517964, 1.668819], [-1.600778, 1.897928, 2.753700], [-1.087731, 2.547550, 3.621113], [-1.285130, 0.519476, 2.684839], [-2.480850, -0.236985, 3.060806], [-2.105483, -1.763085, 3.289249], [-0.565455, -2.054247, 3.143862], [-0.143541, -2.219948, 1.617460], [1.301905, -1.660776, 1.397163], [1.768749, -1.766503, -0.109092], [1.186862, -2.563331, -0.805311], [2.833145, -1.021449, -0.615112], [2.405167, 0.214551, -1.222836], [1.416189, 1.073461, -0.351844], [1.799998, -0.050167, -2.664496], [0.237421, -0.257830, -2.721338], [-0.592893, 1.059961, -2.998546], [-2.277352, 0.748277, -2.287811], [-2.147549, 0.525442, -0.832892], [-3.190899, 1.856009, -2.507144], [-2.822923, -0.660721, -2.930241], [3.744651, 1.063634, -1.439420], [3.490374, 2.506346, -2.020762], [3.713342, 3.674066, -1.010396], [3.800688, 3.523284, 0.434382], [3.969066, 4.745534, 1.240705], [4.054753, 6.077296, 0.669800], [4.009318, 6.222512, -0.800115], [3.841033, 5.024824, -1.595186], [-1.968353, 2.610924, 0.720874], [-2.904525, 3.527843, 2.018500], [-3.435728, 1.838451, 1.559125], [-2.926787, 0.254083, 3.966903], [-3.183789, -0.174281, 2.179056], [-2.462574, -2.018400, 4.326430], [-2.721284, -2.395098, 2.597264], [0.059770, -1.310593, 3.695184], [-0.379600, -3.054602, 3.631630], [-0.882323, -1.603770, 1.031735], [-0.164830, -3.298534, 1.324166], [2.065153, -2.209625, 2.025003], [1.332276, -0.588746, 1.735518], [1.872148, 1.220009, 0.668673], [0.427036, 0.562401, -0.150335], [1.145797, 2.059146, -0.813700], [2.066459, 0.718721, -3.431882], [2.259486, -1.016395, -3.025280], [0.033604, -0.944404, -3.590863], [-0.207633, -0.739989, -1.818630], [-0.224320, 1.965435, -2.461580], [-0.773735, 1.263974, -4.086019], [-2.805745, -1.366688, -2.253627], [4.347404, 0.463911, -2.179678], [4.288181, 1.050620, -0.460853], [2.442201, 2.556804, -2.412643], [4.159786, 2.657900, -2.915183], [3.740027, 2.512219, 0.892142], [4.008044, 4.651063, 2.350349], [4.155865, 6.983681, 1.307718], [4.102282, 7.222084, -1.291840], [3.807182, 5.141570, -2.705474], [1.029323, -4.178664, -4.534376], [2.273762, -4.524355, -3.767495], [3.312836, -4.258011, -4.707086], [2.826122, -3.358173, -5.602956], [3.485333, -2.797991, -6.419500], [1.485069, -3.178963, -5.442145], [0.237898, -3.790867, -3.893489], [0.639999, -5.024974, -5.106428], [2.416147, -3.884888, -2.892311], [2.293706, -5.566716, -3.451541], [-7.092079, -2.084792, 4.093087], [-6.221785, -0.987086, 4.639832], [-5.180668, -1.705427, 5.295434], [-5.113580, -2.936711, 4.720608], [-4.244442, -3.726153, 4.920321], [-6.167348, -3.149285, 3.887599], [-7.578577, -1.807071, 3.158858], [-7.853295, -2.410860, 4.806281], [-5.783045, -0.368543, 3.852123], [-6.751085, -0.343256, 5.341147]], "forces_ev_per_angstrom": [[0.453, -0.460, 0.854], [0.193, 0.312, -0.178], [-0.221, -0.171, -0.513], [-1.357, 1.028, 0.113], [0.026, -0.589, -1.018], [-0.060, 0.718, 0.797], [-0.302, -1.287, -0.231], [0.256, 0.727, 0.689], [0.632, 0.667, -0.258], [-1.072, -0.854, 0.789], [0.689, 0.466, -0.191], [-1.230, 0.160, 0.925], [0.192, 2.511, -1.475], [-0.340, -0.823, 0.946], [-0.548, -1.152, 0.117], [-0.218, 0.091, -0.915], [-0.685, -1.117, -0.193], [-1.088, 1.374, 3.507], [0.690, -0.808, -1.942], [0.982, -1.448, -1.524], [0.586, 1.143, 0.018], [-0.473, -0.967, -0.199], [0.407, -0.156, 0.440], [0.315, 1.607, 0.585], [0.114, 2.409, -1.400], [-0.200, 0.093, -1.189], [-0.180, -1.676, -1.795], [-0.196, -2.112, 1.327], [0.030, 0.038, 1.540], [-0.773, -0.246, 0.736], [0.505, -1.059, -0.284], [0.743, 0.628, -0.363], [0.317, -0.633, -0.710], [0.422, 0.006, 1.043], [0.553, 0.103, -1.008], [0.741, 0.471, 0.469], [-0.642, -0.435, -0.604], [-0.153, 1.015, -0.297], [0.851, -0.753, 0.159], [-0.254, 1.001, 0.110], [-0.754, 0.462, -0.639], [0.071, -1.029, -0.324], [-0.412, 0.181, -1.098], [0.988, 0.375, -0.351], [0.646, -0.894, 0.426], [-0.040, -0.429, 0.869], [-0.350, 1.016, 0.374], [0.115, 0.602, 0.876], [0.758, 0.315, -0.606], [-0.505, -0.698, -0.398], [0.373, -0.072, 0.973], [0.128, 0.579, -0.077], [-0.421, 0.611, 0.810], [-0.335, 0.184, -0.935], [0.832, 0.098, 0.300], [-0.640, -0.033, 0.957], [0.061, 1.114, -0.231], [-0.014, 0.032, -1.040], [-0.062, -0.976, -0.496], [-0.116, -1.078, 0.561], [0.010, -0.252, 1.048], [-0.596, -0.168, 0.114], [0.094, -0.261, 0.697], [-0.307, 0.260, -0.354], [0.372, 0.184, -0.299], [-0.201, -0.106, 0.204], [0.383, -0.042, 0.059], [0.068, 0.147, -0.119], [0.050, 0.032, -0.010], [-0.062, 0.005, -0.042], [0.177, 0.043, -0.122], [-0.581, 0.021, -0.209], [-0.123, 0.614, 0.041], [-0.056, -0.340, -0.212], [0.440, -0.516, 0.129], [-0.351, 0.294, -0.057], [0.301, 0.209, 0.227], [0.114, -0.181, -0.027], [0.060, 0.011, 0.004], [-0.004, -0.054, 0.004], [0.182, -0.080, 0.094]]}



no.,orbital gap (eV)
1,12.33
2,9.07